A 2-piece molecular cluster, C9H17N2O2 overall at a distorted geometry. Source: the Open Molecules 2025 dataset; level of theory: wB97M-V/def2-TZVPD.

- HOMO energy: -11.636 eV
- Strongest force on any atom: 5.020 eV/A
- E_LUMO: -2.97 eV
- Electronic energy: -16673.28220 eV
- Total charge: +1
- Energy above the lowest of the compared OMol25 structures with the same formula, charge and spin: 423.4 kJ/mol
- HOMO-LUMO gap: 8.7 eV

Each line ends with the Löwdin charge.
Positions of all 30 atoms, in Å:
C (-0.349067, -2.126461, -0.271723)  0.01
C (-2.296888, -0.444314, -1.997350)  -0.10
C (-1.015171, 0.435054, -1.795937)  -0.09
C (1.344588, 1.342590, -0.214090)  -0.09
C (0.183617, 0.892089, 1.845734)  -0.09
C (2.380307, 0.177810, 0.021112)  -0.16
C (1.508181, 0.429691, 2.265374)  -0.18
C (-3.024662, 0.062029, -0.721706)  -0.14
C (-0.912836, 0.668780, -0.380493)  -0.27
N (0.125743, 0.929686, 0.359436)  -0.01
N (2.055396, -0.490432, 1.255446)  -0.12
O (0.670537, -2.737590, 0.260858)  -0.08
O (-2.070928, 0.398926, 0.264941)  0.04
H (-0.962946, -2.977472, -0.797881)  0.06
H (-2.691930, -0.351830, -2.992030)  0.12
H (-2.040398, -1.467599, -2.050632)  0.07
H (-0.180499, -0.132971, -2.150826)  0.12
H (-1.103936, 1.438094, -2.245746)  0.16
H (1.728913, 2.166381, 0.346895)  0.13
H (1.255670, 1.534780, -1.279107)  0.14
H (-0.765444, 0.335785, 2.167848)  0.16
H (0.020082, 1.930926, 2.307008)  0.17
H (2.203551, -0.712536, -0.687713)  0.13
H (3.436671, 0.519108, -0.084382)  0.14
H (2.302408, 1.207664, 2.356014)  0.14
H (1.456388, -0.225963, 3.222506)  0.17
H (-3.854344, 0.890818, -0.931912)  0.18
H (-3.669539, -0.755815, -0.345279)  0.13
H (1.364139, -1.968615, 0.700324)  0.12
H (2.902398, -0.968612, 1.573310)  0.15

Cartesian forces (eV/Å) of the 3 atoms listed first:
0.524 -1.533 -0.172
1.119 2.359 1.094
-0.296 0.075 -1.880

=====

An isolated ion of composition C9H17N2O4 and charge -1 at a distorted geometry. Source: the Open Molecules 2025 dataset; level of theory: wB97M-V/def2-TZVPD.

- HOMO energy (spin up / spin down): -4.315 / -4.663 eV
- Strongest force on any atom: 4.367 eV/A
- E_LUMO (spin up / spin down): 3.53 / 1.69 eV
- Electronic energy: -20774.83236 eV
- Total charge: -1
- Multiplicity: 3
- HOMO-LUMO gap (spin up / spin down): 7.8 / 6.4 eV

Each line ends with the Löwdin spin population.
Positions of all 32 atoms, in Å:
C (-2.051601, -0.136601, 0.479709)  0.00
C (0.343785, -0.669713, -1.797307)  0.02
C (0.755494, -2.050202, -2.213737)  0.11
C (-0.577666, -0.693913, 0.661563)  0.02
C (0.567665, -0.214231, -0.274928)  0.00
C (0.264668, 0.551475, 2.772617)  0.00
C (0.378548, 3.684357, -0.531179)  0.00
C (-0.203764, -0.847990, 2.183225)  0.00
C (-0.157794, 2.250674, -0.389083)  0.00
N (0.156457, -3.039694, -1.411029)  0.93
N (-0.487867, -4.054953, -1.959726)  0.80
O (-2.218989, 0.891939, 1.197889)  0.00
O (-2.798817, -0.778588, -0.253280)  0.00
O (1.817026, -0.683011, 0.178086)  0.00
O (0.860733, 1.238248, -0.298783)  0.00
H (0.872590, 0.045014, -2.434179)  0.00
H (-0.695917, -0.552184, -1.862659)  0.00
H (0.349509, -2.187220, -3.243330)  0.02
H (1.951504, -2.215419, -1.991944)  0.03
H (-0.522677, 1.183274, 2.258965)  0.00
H (1.298898, 0.914647, 2.235873)  0.00
H (0.628356, 0.586973, 3.803619)  0.00
H (-0.531067, 4.275473, -0.467628)  0.00
H (1.114558, 3.857295, 0.295475)  0.00
H (0.952406, 3.881770, -1.510396)  0.00
H (-1.222115, -0.866363, 2.650992)  0.00
H (0.339333, -1.763627, 2.385998)  0.00
H (-0.775556, 1.910321, -1.172662)  0.00
H (-0.763182, 2.062941, 0.530070)  0.00
H (-1.042880, -4.554223, -1.306034)  0.06
H (-0.636752, -1.804809, 0.446370)  0.01
H (2.035114, -0.221660, 1.037440)  0.00

Cartesian forces (eV/Å) of the 3 atoms listed first:
1.830 0.579 0.999
1.440 1.202 2.074
2.495 0.205 0.726

=====

An isolated ion of composition C9H17N2O7P2 and charge +1 at a distorted geometry. Source: the Open Molecules 2025 dataset; level of theory: wB97M-V/def2-TZVPD.

- HOMO energy: -12.648 eV
- Strongest force on any atom: 4.528 eV/A
- E_LUMO: -3.58 eV
- Electronic energy: -45497.15361 eV
- Total charge: +1
- Energy above the lowest of the compared OMol25 structures with the same formula, charge and spin: 0.0 kJ/mol
- HOMO-LUMO gap: 9.1 eV

Each line ends with the Löwdin charge.
Positions of all 37 atoms, in Å:
O (4.229092, -2.769518, -0.457816)  -0.25
O (2.147293, -3.175822, 1.692890)  -0.25
O (2.493314, 0.089843, -0.616920)  -0.02
O (2.132647, -4.092405, -0.818101)  -0.09
O (2.970537, -2.519316, -2.591093)  -0.05
O (1.542445, -0.937782, 2.441495)  -0.08
O (3.919743, -1.445964, 1.791647)  -0.08
C (-1.161158, 1.730389, -1.173307)  0.04
C (-1.849300, 0.805544, 1.022132)  0.03
C (-0.292624, 0.696764, -1.343467)  0.03
C (-0.941141, -0.220254, 0.873537)  0.02
C (-2.071538, 1.773270, -0.039222)  -0.19
N (-0.197568, -0.325353, -0.330311)  -0.05
N (-3.016685, 2.684446, 0.065840)  -0.13
C (-3.262669, 3.713240, -0.955735)  -0.01
C (-3.955066, 2.663761, 1.244627)  0.00
C (0.578301, -1.495444, -0.676601)  -0.12
C (2.057469, -1.302727, -0.286301)  -0.47
P (2.873735, -2.682366, -1.030400)  0.42
P (2.420154, -1.753877, 1.396068)  0.42
H (3.459341, 0.258199, -0.470736)  0.14
H (2.185303, -4.274627, 0.139061)  0.07
H (3.514025, -3.251885, -2.868137)  0.10
H (1.877874, -1.302625, 3.253996)  0.09
H (4.395870, -2.010502, 1.152966)  0.06
H (-1.210661, 2.514639, -1.925502)  0.11
H (-2.432682, 0.872815, 1.954897)  0.12
H (0.340297, 0.647617, -2.190881)  0.13
H (-0.793876, -0.912543, 1.697788)  0.13
H (-3.601125, 3.287346, -1.876893)  0.09
H (-2.325112, 4.244922, -1.197851)  0.10
H (-4.004027, 4.437991, -0.563711)  0.10
H (-3.471221, 2.845376, 2.205575)  0.10
H (-4.673490, 3.493623, 1.096801)  0.10
H (-4.497099, 1.719239, 1.320053)  0.10
H (0.470155, -1.606248, -1.760140)  0.14
H (0.149448, -2.399767, -0.176243)  0.16

Cartesian forces (eV/Å) of the 3 atoms listed first:
0.499 0.521 0.511
-0.513 -0.534 -1.196
-0.072 -1.876 0.109

=====

C9H17N2S as an isolated structure at a distorted geometry. Source: the Open Molecules 2025 dataset; level of theory: wB97M-V/def2-TZVPD.

- HOMO energy: -12.137 eV
- Strongest force on any atom: 4.480 eV/A
- E_LUMO: -4.32 eV
- Electronic energy: -23414.40532 eV
- Total charge: +1
- Energy above the lowest of the compared OMol25 structures with the same formula, charge and spin: 244.6 kJ/mol
- HOMO-LUMO gap: 7.8 eV

Each line ends with the Löwdin charge.
Positions of all 29 atoms, in Å:
C (1.620774, 1.628362, 0.058033)  -0.08
C (2.025560, 0.168771, 0.048492)  -0.37
C (1.824349, 2.202277, -1.145297)  -0.01
C (0.752531, -0.687587, 0.080419)  -0.41
C (2.432561, 1.212384, -2.115426)  -0.17
C (-0.540095, -0.218706, 0.901683)  -0.38
C (-0.697076, -0.470294, 2.359304)  0.00
C (-2.577306, 0.339869, -0.209842)  -0.06
C (-2.149420, -2.009963, 0.152324)  0.00
N (2.678200, 0.055708, -1.231529)  -0.02
N (-1.579885, -0.669249, -0.077615)  -0.47
S (-0.258106, -0.648939, -1.449124)  1.08
H (1.383316, 1.920276, 1.097641)  0.13
H (2.621725, -0.092743, 0.942746)  0.16
H (1.468386, 3.200704, -1.305334)  0.11
H (1.089540, -1.773759, 0.149341)  0.13
H (1.822009, 0.947512, -2.911609)  0.08
H (3.314254, 1.593856, -2.544387)  0.10
H (-0.332712, 0.919050, 0.652270)  0.13
H (0.030377, -0.003298, 2.924982)  0.07
H (-0.543208, -1.468986, 2.589054)  0.06
H (-1.803001, -0.228474, 2.674147)  0.15
H (-2.920797, 0.412602, -1.218446)  0.10
H (-3.408290, 0.121352, 0.443336)  0.11
H (-2.092635, 1.318248, 0.220769)  0.15
H (-1.346474, -2.646251, -0.086220)  0.08
H (-2.349138, -2.136926, 1.167465)  0.09
H (-3.042350, -2.165622, -0.429563)  0.12
H (2.576911, -0.820175, -1.737613)  0.11

Cartesian forces (eV/Å) of the 3 atoms listed first:
1.248 -0.604 0.290
-1.018 0.888 -0.455
-1.017 -0.684 1.737